Density functional theory data (wB97M-V/def2-TZVPD) for a cluster of 6 separate species, C5H21NO7 in total.

Each line ends with the natural charge from an NBO analysis.
Element x y z (Å)
C 1.417 -0.062 0.828  -0.43
C 2.792 0.617 0.927  -0.06
O 3.210 1.029 2.241  -0.73
C 0.238 0.717 1.356  -0.25
N -0.034 1.831 0.422  -0.64
C -1.294 2.505 0.752  -0.33
C -2.383 1.627 0.184  0.44
O -3.231 1.128 0.865  -0.52
H 1.569 -1.017 1.346  0.21
H 1.259 -0.310 -0.216  0.22
H 3.479 -0.042 0.399  0.18
H 2.677 1.636 0.554  0.16
H 2.826 0.468 2.923  0.46
H -0.657 0.096 1.288  0.23
H 0.357 1.019 2.393  0.18
H 0.708 2.510 0.388  0.36
H -1.520 2.781 1.779  0.19
H -1.262 3.465 0.226  0.21
H -2.248 1.439 -0.892  0.11
H 0.835 -2.334 -2.661  0.46
H 0.576 -1.131 -1.913  0.47
O 1.308 -1.756 -2.044  -0.95
H -1.798 -0.252 -4.391  0.46
H -1.408 -0.595 -3.059  0.47
O -2.115 -0.800 -3.666  -0.94
H -0.779 -3.519 0.853  0.46
H -0.191 -4.381 -0.232  0.47
O -0.544 -4.423 0.659  -0.93
H 0.565 1.150 -2.157  0.51
H 1.138 0.409 -3.503  0.50
O 0.411 0.564 -2.904  -1.00
H -1.913 -2.235 2.330  0.47
H -2.374 -0.811 2.607  0.49
O -1.610 -1.325 2.319  -0.95

Summary:
Net charge = 0
E_LUMO = 0.2 eV
SMILES = O=CCNCCCO.O.O.O.O.O

***

Density functional theory data (wB97M-V/def2-TZVPD) for a structure of composition C19H22N3O3PdS3.

Each line ends with the natural charge from an NBO analysis.
Element x y z (Å)
Pd 1.856 -0.108 -2.077  0.33
O -0.846 -1.103 -0.486  -0.74
C -0.913 -0.253 0.640  0.07
C -0.311 1.158 0.232  0.79
O -0.269 2.047 1.090  -0.75
O 0.134 1.199 -0.945  -0.80
C -0.048 -0.806 1.779  -0.05
C 0.762 -1.915 1.568  -0.22
C 1.597 -2.382 2.577  -0.21
C 1.620 -1.753 3.812  -0.23
C 0.802 -0.651 4.033  -0.24
C -0.026 -0.181 3.026  -0.15
C -2.368 -0.194 1.096  -0.02
C -3.138 -1.349 0.969  -0.14
C -4.456 -1.373 1.396  -0.24
C -5.029 -0.240 1.959  -0.23
C -4.270 0.912 2.086  -0.22
C -2.946 0.938 1.660  -0.22
H -0.169 -0.653 -1.033  0.49
H 0.764 -2.386 0.595  0.24
H 2.246 -3.226 2.382  0.21
H 2.279 -2.110 4.595  0.20
H 0.818 -0.148 4.993  0.20
H -0.642 0.692 3.186  0.23
H -2.693 -2.228 0.521  0.22
H -5.039 -2.280 1.288  0.20
H -6.060 -0.256 2.292  0.20
H -4.708 1.805 2.517  0.20
H -2.353 1.838 1.754  0.25
S 2.421 1.563 -3.914  -0.32
C 1.200 0.357 -3.928  -0.20
N -0.166 0.649 -4.126  -0.65
C -0.985 -0.538 -3.927  -0.24
C -0.254 -1.642 -4.667  -0.53
S 1.516 -1.331 -4.345  0.29
H -0.425 1.427 -3.527  0.41
H -1.979 -0.379 -4.350  0.20
H -1.098 -0.799 -2.872  0.21
H -0.418 -1.577 -5.743  0.21
H -0.528 -2.634 -4.312  0.23
C 3.124 3.128 -0.634  -0.44
N 3.851 1.864 -0.706  -0.60
C 3.387 0.781 -0.047  0.32
N 2.634 0.999 1.050  -0.81
S 3.821 -0.811 -0.514  -0.34
H 3.567 3.818 -1.348  0.21
H 3.223 3.556 0.364  0.19
H 2.068 2.988 -0.883  0.24
H 4.186 1.611 -1.625  0.42
H 2.026 1.809 1.089  0.42
H 2.237 0.166 1.460  0.42

Summary:
Net charge = -1
E_LUMO = 2.7 eV

***

Density functional theory data (wB97M-V/def2-TZVPD) for a structure of composition C22H16ClCsIN3O10P2.

Each line ends with the Mulliken charge.
Element x y z (Å)
Cs 1.399 0.376 -1.900  1.26
Cl 8.407 2.893 -0.778  -0.33
C 6.669 2.816 -1.049  0.42
C 6.178 2.937 -2.319  -0.47
C 4.809 2.877 -2.575  -0.20
I 4.104 3.113 -4.518  0.01
C 3.831 2.691 -1.560  0.14
O 2.605 2.604 -1.768  -0.86
C 4.398 2.562 -0.198  0.22
N 3.498 2.370 0.794  -0.45
C 3.933 2.228 2.020  -0.39
C 5.296 2.266 2.368  -0.45
C 6.221 2.461 1.383  -0.73
C 5.792 2.617 0.046  0.53
H 6.869 3.080 -3.140  0.35
H 3.183 2.068 2.791  0.40
H 5.593 2.132 3.401  0.36
H 7.278 2.488 1.610  0.35
O -4.189 -2.872 -3.900  -0.44
C -5.139 -2.426 -3.095  0.54
O -6.308 -2.662 -3.315  -0.66
C -4.692 -1.604 -1.930  -0.15
C -3.472 -0.945 -1.962  -0.77
C -2.972 -0.297 -0.847  -0.89
C -3.735 -0.271 0.312  0.74
C -4.993 -0.876 0.336  -0.16
C -5.465 -1.554 -0.777  -0.57
N -3.256 0.388 1.487  -0.52
C -3.033 -0.360 2.479  -0.24
C -2.611 0.152 3.812  0.76
C -2.633 -0.741 4.880  -0.76
C -2.260 -0.293 6.137  -0.29
C -1.873 1.029 6.273  -0.45
C -1.882 1.839 5.144  -0.15
N -2.242 1.426 3.936  -0.42
H -3.252 -2.705 -3.599  0.38
H -2.862 -0.941 -2.852  0.87
H -1.938 0.015 -0.889  0.38
H -5.589 -0.818 1.239  0.43
H -6.424 -2.055 -0.757  0.44
H -3.143 -1.449 2.416  0.31
H -2.930 -1.768 4.713  0.33
H -2.264 -0.964 6.986  0.39
H -1.561 1.434 7.227  0.35
H -1.574 2.877 5.224  0.38
O 0.445 -4.233 -1.758  -0.57
P 1.324 -2.887 -1.835  0.67
O 2.764 -3.208 -1.825  -0.75
O 0.757 -1.833 -0.939  -0.71
O 0.942 -2.379 -3.385  -0.20
P -0.511 -1.804 -3.758  1.39
O -0.449 -1.818 -5.375  -0.59
O -1.532 -2.829 -3.313  -0.95
O -0.636 -0.381 -3.341  -0.93
H -0.463 -4.039 -2.061  0.36
H -0.412 -2.726 -5.698  0.29

Summary:
Net charge = -2
E_LUMO = 3.5 eV

***

Density functional theory data (wB97M-V/def2-TZVPD) for a structure of composition C5H9N3O.

Each line ends with the natural charge from an NBO analysis.
Element x y z (Å)
C -3.158 -0.104 -0.314  -0.41
C -0.687 -0.149 -0.040  0.15
C 1.245 -1.387 -0.197  -0.06
C 1.665 -0.136 -0.129  0.01
C 0.468 0.650 -0.057  0.24
H -2.817 -0.169 -1.399  0.21
H -3.880 1.016 -0.005  0.18
H -3.982 -1.187 -0.339  0.17
H -2.344 -0.107 1.422  0.38
H -0.777 -2.219 0.356  0.41
H 1.749 -2.296 0.129  0.21
H 3.520 0.489 1.059  0.39
H 3.982 0.569 -0.700  0.41
H -0.634 2.129 0.354  0.49
N -1.992 0.199 0.465  -0.69
N -0.143 -1.361 0.119  -0.51
N 3.073 0.192 0.042  -0.93
O 0.178 1.916 -0.104  -0.67

Summary:
Net charge = 0
E_LUMO = 0.7 eV

***

Density functional theory data (wB97M-V/def2-TZVPD) for an isolated molecule of C4H7NO.

Each line ends with the natural charge from an NBO analysis.
Element x y z (Å)
C 2.004 -0.073 -0.295  -0.71
C 0.757 0.474 0.359  0.70
O 0.754 1.067 1.416  -0.57
N -0.401 0.306 -0.433  -0.47
C -1.277 -0.819 -0.101  -0.24
C -1.681 0.582 0.181  -0.25
H 2.510 0.760 -0.797  0.25
H 2.685 -0.480 0.454  0.23
H 1.772 -0.822 -1.056  0.23
H -1.004 -1.428 0.762  0.20
H -1.681 -1.368 -0.948  0.21
H -1.681 0.925 1.213  0.22
H -2.375 1.085 -0.485  0.21

Summary:
Net charge = 0
E_LUMO = 1.1 eV
SMILES = CC(=O)N1CC1

***

Density functional theory data (wB97M-V/def2-TZVPD) for a structure of composition C12H22F10K3N2O20PS4.

Each line ends with the Mulliken charge.
Element x y z (Å)
K -7.445 -6.614 -10.612  0.99
K -1.837 -4.004 -11.457  0.99
K -3.113 0.159 -19.697  1.00
N 4.668 -8.521 -12.442  -0.24
S 3.097 -8.821 -11.916  1.07
O 2.687 -10.222 -11.746  -0.56
O 2.155 -7.842 -12.456  -0.55
F 3.243 -8.363 -10.386  -0.27
S 4.520 -9.287 -13.726  1.07
O 3.615 -8.774 -14.787  -0.58
O 4.821 -10.706 -13.717  -0.58
F 5.924 -8.701 -14.388  -0.35
N -5.095 -4.805 -14.639  -0.28
S -4.518 -5.700 -15.961  1.05
O -3.496 -5.106 -16.805  -0.51
O -5.334 -6.814 -16.471  -0.55
F -3.627 -6.477 -14.893  -0.28
S -5.976 -4.003 -15.558  1.04
O -7.242 -4.584 -16.048  -0.57
O -5.262 -3.080 -16.380  -0.54
F -6.524 -2.987 -14.396  -0.35
P 1.051 -0.771 -15.287  1.14
F 0.970 -2.379 -14.961  -0.35
F 2.692 -0.827 -15.291  -0.36
F 0.919 -1.019 -16.891  -0.35
F 1.245 0.850 -15.525  -0.37
F -0.501 -0.521 -15.033  -0.34
F 1.312 -0.524 -13.698  -0.37
C -10.181 -7.808 -20.115  -0.19
C -9.918 -7.071 -21.381  -0.28
O -10.909 -7.514 -22.267  -0.34
C -11.472 -8.686 -21.808  0.69
O -12.327 -9.269 -22.410  -0.52
O -10.989 -8.970 -20.589  -0.35
H -10.815 -7.261 -19.418  0.22
H -9.250 -8.128 -19.647  0.26
H -8.919 -7.274 -21.766  0.26
H -10.072 -5.998 -21.268  0.25
C -4.216 3.290 -12.334  -0.63
O -4.421 4.672 -12.534  -0.28
C -3.412 5.502 -12.766  0.77
O -2.217 5.422 -12.498  -0.56
O -3.990 6.549 -13.369  -0.31
C -3.295 7.808 -13.627  -0.61
H -5.119 2.836 -11.925  0.21
H -3.354 3.075 -11.702  0.32
H -4.019 2.855 -13.314  0.29
H -4.048 8.506 -13.994  0.23
H -2.491 7.623 -14.339  0.28
H -2.936 8.304 -12.725  0.30
C -2.376 -18.000 -14.054  -0.67
O -2.154 -16.796 -14.812  -0.29
C -2.452 -15.526 -14.370  0.76
O -2.663 -15.228 -13.194  -0.58
O -2.373 -14.667 -15.383  -0.29
C -2.202 -13.239 -15.131  -0.61
H -2.301 -17.916 -12.970  0.31
H -1.680 -18.807 -14.281  0.27
H -3.388 -18.385 -14.176  0.29
H -2.357 -12.666 -16.045  0.24
H -1.185 -13.147 -14.749  0.31
H -2.845 -12.751 -14.398  0.28
C -17.309 -6.175 -21.480  -0.66
O -16.341 -6.050 -20.445  -0.28
C -15.768 -4.886 -20.217  0.78
O -15.920 -3.793 -20.819  -0.59
O -14.936 -5.121 -19.157  -0.29
C -14.172 -4.073 -18.611  -0.65
H -17.832 -5.251 -21.726  0.33
H -17.947 -7.025 -21.238  0.23
H -16.770 -6.396 -22.401  0.29
H -13.522 -3.622 -19.360  0.29
H -13.698 -4.508 -17.731  0.23
H -14.797 -3.284 -18.193  0.32

Summary:
Net charge = 0
E_LUMO = -3.6 eV

***

Density functional theory data (wB97M-V/def2-TZVPD) for an isolated molecule of C7H4N2O6.

Each line ends with the natural charge from an NBO analysis.
Element x y z (Å)
C 0.814 -0.028 0.692  -0.20
C 0.814 0.028 -0.692  -0.20
C -0.370 -0.058 1.424  -0.26
C -0.370 0.058 -1.424  -0.26
C -1.533 -0.028 0.696  0.28
C -1.533 0.028 -0.696  0.28
C -3.612 0.000 0.000  0.61
N -4.577 1.239 0.050  0.51
N -4.577 -1.239 -0.050  0.51
O -4.904 1.590 1.145  -0.32
O -4.888 1.689 -1.012  -0.32
O -4.905 -1.589 -1.145  -0.32
O -4.888 -1.689 1.012  -0.32
O -2.850 -0.046 1.133  -0.44
O -2.850 0.046 -1.133  -0.44
H 1.753 -0.050 1.222  0.23
H 1.753 0.050 -1.222  0.23
H -0.384 -0.102 2.499  0.24
H -0.384 0.102 -2.499  0.24

Summary:
Net charge = 0
E_LUMO = -0.6 eV
SMILES = O=[N+]([O-])C1([N+](=O)[O-])Oc2ccccc2O1

***

Density functional theory data (wB97M-V/def2-TZVPD) for a structure of composition C7H9B3Br12ClO4P.

Each line ends with the natural charge from an NBO analysis.
Element x y z (Å)
C -0.721 1.302 -1.663  -0.28
C -1.560 0.466 -1.474  0.05
C -2.652 -0.486 -1.188  -0.88
B -4.020 -0.031 -1.837  1.19
O -5.215 -0.730 -1.623  -0.87
B -6.012 0.162 -0.892  0.98
O -6.088 1.515 -1.250  -0.88
B -4.896 1.992 -1.800  0.79
P -4.156 3.766 -1.434  0.83
O -5.141 4.897 -2.153  -0.97
Cl -4.569 4.016 0.593  -0.30
O -4.163 1.133 -2.612  -0.87
H 0.030 2.053 -1.533  0.25
H -2.376 -1.520 -1.425  0.29
H -2.791 -0.456 -0.093  0.28
H -6.582 -0.211 0.080  -0.10
H -5.255 4.739 -3.097  0.50
C 1.797 -2.190 0.074  -0.51
Br 0.974 -0.591 -0.645  0.10
Br 1.214 -3.764 -0.874  0.08
Br 3.726 -2.064 0.129  0.07
H 1.457 -2.289 1.097  0.22
C 1.283 -1.904 4.460  -0.50
Br 0.483 -0.301 3.746  0.09
Br 0.698 -3.482 3.514  0.08
Br 3.206 -1.776 4.514  0.10
H 0.941 -2.002 5.481  0.23
C 7.010 0.255 4.385  -0.50
Br 6.525 -1.612 4.313  0.10
Br 5.459 1.397 4.432  0.10
Br 8.211 0.619 5.847  0.10
H 7.542 0.479 3.472  0.23
C 3.118 -0.692 -3.987  -0.50
Br 1.347 -0.367 -4.675  0.09
Br 3.873 -2.316 -4.698  0.09
Br 4.280 0.820 -4.268  0.09
H 3.023 -0.826 -2.917  0.22

Summary:
Net charge = 0
E_LUMO = -0.4 eV

***

no.,E (a.u.),HOMO-LUMO gap (eV),HOMO energy (eV)
1,-784.47970,9.99,-9.77
2,-2449.80380,6.97,-4.26
3,-3225.83207,5.88,-2.37
4,-435.20789,8.20,-7.50
5,-286.57363,10.83,-9.77
6,-6817.31583,4.05,-7.67
7,-829.88274,9.00,-9.60
8,-32337.51547,8.36,-8.72